## A
Computed, not measured: a cluster of 2 separate species, C2H8N4 in total, with ωB97M-V/def2-TZVPD.

Structure (XYZ):
```
14
C2H8N4 (ωB97M-V/def2-TZVPD)
N 1.16715 -1.39542 -1.04757
N -1.13231 -1.34913 -0.80194
N -0.21373 0.60815 0.83043
N -0.10086 2.90725 1.00612
C -0.02810 1.75419 1.55181
C -0.08839 -1.69700 -1.46527
H -0.63482 -0.15432 1.33588
H -0.18798 -2.12981 -2.46149
H -1.95864 -1.70234 -1.27256
H 1.90575 -1.76423 -1.61420
H 0.24137 3.58695 1.68249
H 0.25815 1.63612 2.59592
H -0.44195 0.57474 -0.14735
H 1.21435 -0.87515 -0.19227
```

Summary:
- LUMO: 0.895 eV
- HOMO level: -0.3320 Eh
- Multiplicity: 1
- SMILES string: [H]/N=C/N.[H]/N=C/N

Mulliken atomic charge list, values in e, 2 entries:
1. N -0.34
2. N -0.58



## B
Computed, not measured: an isolated molecule of C2H8N4, with ωB97M-V/def2-TZVPD.

Structure (XYZ):
```
14
C2H8N4 (ωB97M-V/def2-TZVPD)
N 2.23182 -0.90502 -0.18124
N -0.44367 -1.04203 -0.05978
N -1.85382 -1.12479 -0.17144
N 1.51918 0.27982 0.14169
C -0.66097 1.50029 -0.05411
C 0.05699 0.11219 -0.03857
H -2.25234 -0.53127 0.57721
H -0.73529 1.99334 0.97685
H -2.16648 -2.00193 0.35680
H -1.57206 1.42566 -0.65848
H 0.09891 2.22540 -0.57442
H 1.42015 -1.64673 -0.40389
H 1.76495 0.91734 -0.74885
H 2.59264 -1.20228 0.83823
```

Summary:
- LUMO: 0.930 eV
- HOMO level: -0.3264 Eh
- Multiplicity: 1
- SMILES string: C/C(=N\N)NN

Mulliken atomic charge list, values in e, 2 entries:
1. N -0.67
2. N -0.29



Of them, the most stable is A and the least stable is B.



## A
Computed, not measured: a cluster of 2 separate species, C3H10NO2 in total, with ωB97M-V/def2-TZVPD.

Structure (XYZ):
```
16
C3H10NO2 (ωB97M-V/def2-TZVPD)
O 0.95857 -0.48842 -2.25854
O -1.60116 -0.55576 -0.72405
N 0.47475 -0.23637 0.83199
C -1.74741 -0.06237 0.40255
C 1.75531 0.48603 1.13492
C -0.64503 0.77550 0.99753
H 1.70831 0.78236 2.23892
H -1.07493 1.09005 2.00020
H 0.53349 -0.46510 -0.15792
H -0.17635 1.65201 0.45280
H 0.52208 -0.60841 -3.10087
H 0.47405 -1.08604 1.36284
H 1.77575 -0.00828 -2.42851
H 2.63964 -0.18365 1.22643
H -2.70560 0.34032 0.71999
H 1.94383 1.29975 0.51292
```

Summary:
- LUMO (spin up / spin down): 0.424 / 0.314 eV
- HOMO level (spin up / spin down): -0.1668 / -0.2781 Eh
- Multiplicity: 2

Mulliken atomic charge list, values in e, 2 entries:
1. O -0.60
2. O -0.57



## B
Computed, not measured: a cluster of 2 separate species, C3H10NO2 in total, with ωB97M-V/def2-TZVPD.

Structure (XYZ):
```
16
C3H10NO2 (ωB97M-V/def2-TZVPD)
O 0.06650 0.77744 1.75332
O -1.39615 0.28881 -0.09808
N 0.04338 -0.11711 -2.01261
C 0.02728 -0.45179 2.43857
C 1.06634 0.82369 -1.48887
C -0.82039 -0.63945 -0.91761
H 0.60113 -1.21476 1.87892
H -0.99542 -0.82939 2.50930
H -0.16526 -1.33391 -0.36312
H -0.55937 0.35904 -2.67484
H 0.43428 -0.32162 3.43960
H 1.43612 0.37529 -0.57398
H -0.60860 0.76116 1.00139
H 1.81714 0.98686 -2.25938
H -1.58800 -1.26698 -1.39209
H 0.64100 1.80272 -1.24051
```

Summary:
- LUMO (spin up / spin down): 0.961 / -2.646 eV
- HOMO level (spin up / spin down): -0.3518 / -0.3497 Eh
- Multiplicity: 2

Mulliken atomic charge list, values in e, 2 entries:
1. O -0.52
2. O -0.45



Of them, the most stable is B and the least stable is A.



## A
Computed, not measured: a cluster of 2 separate species, C8H13N in total, with ωB97M-V/def2-TZVPD.

Structure (XYZ):
```
22
C8H13N (ωB97M-V/def2-TZVPD)
N 0.51306 1.26337 -1.32298
C -1.75910 0.56599 1.43636
C -0.63732 -0.17414 1.81169
C 1.69642 0.39414 -1.33286
C -0.27399 -1.30789 1.08389
C 2.57928 0.71567 -0.13715
C -2.15423 -0.96136 -0.39456
C -2.51757 0.17239 0.33323
C -1.03245 -1.70150 -0.01923
H 2.25079 0.60326 -2.26796
H 2.03603 0.52137 0.80292
H -3.40028 0.75479 0.03789
H -0.74655 -2.59362 -0.59192
H 3.49287 0.09775 -0.14970
H 2.87311 1.77855 -0.16046
H -2.04500 1.45812 2.00906
H -2.75105 -1.27109 -1.26259
H 1.44676 -0.68430 -1.32361
H 0.60872 -1.89029 1.37924
H -0.04799 1.07066 -0.48587
H -0.09098 1.05255 -2.12509
H -0.04050 0.13559 2.67972
```

Summary:
- LUMO: 1.049 eV
- HOMO level: -0.3304 Eh
- Multiplicity: 1
- SMILES string: c1ccccc1.CCN

Mulliken atomic charge list, values in e, 2 entries:
1. N -0.69
2. C -0.38



## B
Computed, not measured: an isolated molecule of C8H13N, with ωB97M-V/def2-TZVPD.

Structure (XYZ):
```
22
C8H13N (ωB97M-V/def2-TZVPD)
N -1.32050 -0.47078 1.23683
C -1.44453 -1.60440 0.51612
C 0.03782 -0.53001 2.05584
C -1.32151 0.62691 -1.14495
C 0.94183 0.88267 -0.44308
C -0.84575 -0.55651 -0.19545
C 2.02270 0.10287 -0.27028
C 0.56639 -0.47585 -0.47494
C 0.14027 1.35560 -1.66635
H 0.57678 0.50600 2.28721
H -2.24104 0.51525 -1.91275
H -0.90273 -2.45404 0.69110
H 0.63269 1.43918 0.44337
H -0.04174 2.42107 -1.70475
H -1.81077 1.51801 -0.48342
H 0.98795 -1.01378 1.49346
H -0.04968 -0.82059 3.22052
H 2.74983 0.07545 -0.99221
H 0.82986 1.21021 -2.62315
H -2.54051 -1.84935 0.58431
H 2.39487 -0.03778 0.77165
H 0.63777 -0.84016 -1.38907
```

Summary:
- LUMO: 1.041 eV
- HOMO level: -0.3131 Eh
- Multiplicity: 1
- SMILES string: CN1C[C@@]12CC[C@@H]1C[C@H]12

Mulliken atomic charge list, values in e, 2 entries:
1. N -0.44
2. C -0.49



## C
Computed, not measured: a structure of composition C8H13N, with ωB97M-V/def2-TZVPD.

Structure (XYZ):
```
22
C8H13N (ωB97M-V/def2-TZVPD)
N -0.51568 -1.26149 -1.05025
C 0.03215 -0.47938 0.18807
C 2.28885 -0.23718 -0.55789
C -0.07974 2.30650 0.07901
C -1.20367 -1.18575 0.94362
C -0.62906 0.89916 -0.04001
C -1.84907 -0.91175 -0.38299
C 1.36108 -0.64351 0.55288
C -1.94608 0.66277 -0.44501
H -2.73620 1.42424 -0.58284
H 1.92791 0.67510 -1.05986
H 1.68828 -1.73053 0.86485
H -0.08224 2.94051 1.17331
H 0.92838 2.41277 -0.50460
H -0.88450 3.03323 -0.45902
H -1.59309 -0.69089 1.92054
H -0.91630 -2.21934 1.17547
H 1.60941 -0.04249 1.40809
H -0.29756 -2.30865 -0.96488
H 2.15364 -1.01219 -1.41774
H -2.62993 -1.46790 -0.68173
H 3.37343 -0.16324 -0.15903
```

Summary:
- LUMO: 1.041 eV
- HOMO level: -0.3112 Eh
- Multiplicity: 1

Mulliken atomic charge list, values in e, 2 entries:
1. N -0.70
2. C 0.89



Of them, the most stable is A and the least stable is B.



## A
Computed, not measured: a cluster of 2 separate species, C4H7F in total, with ωB97M-V/def2-TZVPD.

Structure (XYZ):
```
12
C4H7F (ωB97M-V/def2-TZVPD)
F 1.87706 0.70879 -1.76406
C 0.38035 0.69123 1.53200
C 2.17789 -1.59703 -1.72845
C -0.52501 -0.01282 0.59511
C 1.40240 -0.52285 -1.43468
H 0.88152 1.65574 1.24394
H -0.69216 -1.00062 0.93567
H 0.02232 0.67550 2.52167
H 1.80864 -2.62353 -1.59481
H 1.29062 0.08653 1.45857
H -1.14988 0.57164 -0.00969
H 2.97386 -1.41202 -2.40002
```

Summary:
- LUMO (spin up / spin down): 0.271 / -0.763 eV
- HOMO level (spin up / spin down): -0.3560 / -0.3149 Eh
- Multiplicity: 1

Mulliken atomic charge list, values in e, 2 entries:
1. F -0.22
2. C -0.75



## B
Computed, not measured: a cluster of 2 separate species, C4H7F in total, with ωB97M-V/def2-TZVPD.

Structure (XYZ):
```
12
C4H7F (ωB97M-V/def2-TZVPD)
F 1.05239 2.07300 -1.07832
C -0.11402 0.34042 1.21064
C 0.86266 -0.46500 0.31637
C -1.38778 -0.82151 -1.01242
C -0.54502 -0.26773 -0.10178
H 1.24041 1.39899 -0.38542
H 1.77345 -0.05789 -0.12286
H -2.37400 -0.37394 -1.12394
H -1.11526 -1.49600 -1.79375
H 0.06311 1.39574 1.45028
H -0.62146 -0.15889 2.11807
H 1.16554 -1.56720 0.52314
```

Summary:
- LUMO: 0.893 eV
- HOMO level: -0.3554 Eh
- Multiplicity: 1
- SMILES string: C=C1CC1.F

Mulliken atomic charge list, values in e, 2 entries:
1. F -0.42
2. C -0.42



Of them, the most stable is B and the least stable is A.



## A
Computed, not measured: a cluster of 2 separate species, C3H3F2NO in total, with ωB97M-V/def2-TZVPD.

Structure (XYZ):
```
10
C3H3F2NO (ωB97M-V/def2-TZVPD)
F -2.52479 1.01023 0.53016
F 2.62596 2.77550 0.84311
O -1.49681 -0.81245 0.16265
N 1.39892 0.36184 -0.17223
C 0.65640 -0.48429 -0.34790
C -0.38081 -1.49954 -0.34658
C -1.43177 0.50161 -0.03055
H -0.09414 -2.27786 0.39374
H 1.83580 2.19816 0.48577
H -0.58875 -1.77321 -1.51815
```

Summary:
- LUMO: 0.047 eV
- HOMO level: -0.3913 Eh
- Multiplicity: 1

Mulliken atomic charge list, values in e, 2 entries:
1. F -0.12
2. F -0.45



## B
Computed, not measured: an isolated molecule of C3H3F2NO, with ωB97M-V/def2-TZVPD.

Structure (XYZ):
```
10
C3H3F2NO (ωB97M-V/def2-TZVPD)
F 0.85635 -3.81241 0.29563
F 2.06408 0.42127 -0.05565
O 1.30740 -1.10002 1.50353
N 0.03493 -1.85725 -0.56585
C -0.04403 -0.51267 -0.36691
C 0.57061 -2.61543 0.20048
C 0.99569 -0.06875 0.79859
H 0.76475 0.93325 1.21421
H 0.03886 0.10806 -1.36103
H -1.11682 -0.32254 -0.31460
```

Summary:
- LUMO: -0.643 eV
- HOMO level: -0.3898 Eh
- Multiplicity: 1

Mulliken atomic charge list, values in e, 2 entries:
1. F -0.15
2. F -0.34



Of them, the most stable is A and the least stable is B.



## A
Computed, not measured: a cluster of 7 separate species, C6H25NO7 in total, with ωB97M-V/def2-TZVPD.

Structure (XYZ):
```
39
C6H25NO7 (ωB97M-V/def2-TZVPD)
O -0.16483 -2.59449 -3.06371
O -3.28213 1.13800 1.62822
O -0.83350 1.17378 -3.66418
O -0.25225 -1.28462 0.40297
O -2.86062 -0.74931 -2.80328
O -2.18659 -0.91099 3.36245
O 0.85792 -0.56000 -4.34268
N 0.25967 1.60093 0.95590
C 2.38095 1.56855 -0.17983
C 2.11494 -1.29771 1.56296
C 1.10487 -1.84871 0.56677
C -0.16583 2.36689 2.16781
C 2.19759 0.21440 1.96659
C 1.69898 1.14095 0.88744
H -0.60107 1.08813 -2.77011
H -1.14275 -2.56580 -3.17919
H 0.82269 -2.75417 0.94639
H -3.54758 1.14786 0.73239
H -1.30442 2.03538 -3.76437
H 3.46787 1.33148 -0.44391
H -3.26370 0.20224 1.81364
H 2.00641 -1.93910 2.53343
H 1.44004 -1.88745 -0.49293
H 0.13804 3.37374 2.11173
H -1.59140 -1.46926 2.84232
H -0.18909 -0.66267 -4.28198
H -0.40217 -0.46531 0.93307
H 3.18043 -1.67033 1.27540
H -0.08145 -2.48820 -2.06272
H -1.33692 2.22965 2.21730
H -0.23430 1.90581 0.11370
H 1.54380 0.34891 2.90923
H -2.72610 -0.23639 -2.00738
H -2.14816 -0.47370 -3.28099
H -1.52162 -0.27735 3.52866
H 2.24356 2.32723 -0.90105
H 1.13079 -1.34480 -3.76081
H 0.05558 1.83488 3.23195
H 3.19239 0.45156 2.30876
```

Summary:
- LUMO: -0.051 eV
- HOMO level: -0.3290 Eh
- Multiplicity: 1
- SMILES string: C=C(CCCO)NC.O.O.O.O.O.O

Mulliken atomic charge list, values in e, 2 entries:
1. O -0.74
2. O -0.58



## B
Computed, not measured: a cluster of 7 separate species, C6H25NO7 in total, with ωB97M-V/def2-TZVPD.

Structure (XYZ):
```
39
C6H25NO7 (ωB97M-V/def2-TZVPD)
O -2.74961 0.11015 1.08144
O -0.98922 -0.96085 2.85776
O -2.46280 -2.25365 -0.34229
O -0.23925 -2.97300 1.14868
O -2.15707 1.33185 -1.09025
O -1.64571 -0.92204 -2.55685
O 0.30656 1.71931 -2.45258
N 1.27774 -1.14969 -1.67921
C 1.38504 0.10668 -0.92413
C 2.10226 0.72848 1.45263
C 1.54443 1.24194 -1.94625
C 0.22919 2.38077 1.59448
C 1.49375 2.09557 1.31840
C 2.53732 0.13358 0.09955
H 0.99514 -1.90624 -1.06494
H -3.65129 0.43850 1.23030
H -2.06985 0.57197 -1.72143
H 0.43252 0.25474 -0.41678
H -0.40932 -2.31205 1.86289
H -2.42410 0.61457 0.26180
H -0.13476 1.03938 -2.96084
H -1.61746 -0.44507 2.30248
H -1.30270 1.79206 -1.21742
H 2.88395 -0.88086 0.30780
H -1.65376 -2.60651 0.08367
H -0.18681 3.37321 1.48919
H -1.48868 -1.19530 3.64507
H 2.02059 2.11003 -1.48846
H 2.19111 2.83251 0.92733
H 1.41390 0.05373 1.96968
H -0.70224 -1.17078 -2.47270
H 2.20014 0.91420 -2.76081
H -0.48570 -3.83039 1.50312
H 3.38365 0.70149 -0.29993
H -2.08337 -1.47037 -1.86212
H 2.15404 -1.40675 -2.11557
H -2.64015 -1.45834 0.19752
H -0.44493 1.60636 1.94380
H 2.98741 0.79078 2.09496
```

Summary:
- LUMO: 0.377 eV
- HOMO level: -0.3482 Eh
- Multiplicity: 1
- SMILES string: C=CCC[C@H](N)CO.O.O.O.O.O.O

Mulliken atomic charge list, values in e, 2 entries:
1. O -0.74
2. O -0.68



Of them, the most stable is B and the least stable is A.



## A
Computed, not measured: a structure of composition C3H3ClO2, with ωB97M-V/def2-TZVPD.

Structure (XYZ):
```
9
C3H3ClO2 (ωB97M-V/def2-TZVPD)
Cl -0.58346 -3.11037 -1.12344
O 0.65987 -0.71259 -0.89352
O -1.02438 -0.72424 0.10056
C -0.55967 -1.41928 -1.07598
C 0.34684 1.26034 0.60875
C 0.11609 -0.04525 0.10615
H 1.41851 1.36338 0.98673
H 0.02379 2.03242 -0.10276
H -0.39759 1.35558 1.39351
```

Summary:
- LUMO (spin up / spin down): 0.511 / 0.512 eV
- HOMO level (spin up / spin down): -0.2884 / -0.2885 Eh
- Multiplicity: 1

Mulliken atomic charge list, values in e, 2 entries:
1. Cl -0.11
2. O -0.27



## B
Computed, not measured: an isolated molecule of C3H3ClO2, with ωB97M-V/def2-TZVPD.

Structure (XYZ):
```
9
C3H3ClO2 (ωB97M-V/def2-TZVPD)
Cl -1.91423 1.17698 0.03880
O 1.13247 1.70711 0.15308
O -2.06171 -1.78601 0.12400
C -0.64807 0.00779 0.09115
C 0.88046 0.42626 0.00615
C -0.94569 -1.34573 0.13863
H 1.74886 -0.14954 -0.27425
H 1.85437 1.93820 -0.46849
H -0.04647 -1.97505 0.19093
```

Summary:
- LUMO (spin up / spin down): -0.420 / -0.420 eV
- HOMO level (spin up / spin down): -0.3248 / -0.3248 Eh
- Multiplicity: 1
- SMILES string: O=C/C(Cl)=C/O

Mulliken atomic charge list, values in e, 2 entries:
1. Cl -0.14
2. O -0.40



Of them, the most stable is B and the least stable is A.



## A
Computed, not measured: a cluster of 2 separate species, CH2FIS in total, with ωB97M-V/def2-TZVPD.

Structure (XYZ):
```
6
CH2FIS (ωB97M-V/def2-TZVPD)
I -2.72388 0.09205 -0.14385
S 0.21561 -1.29188 -1.01307
F -1.17422 -1.95250 1.04478
C -0.85324 -0.91593 0.29706
H -0.14235 -0.32310 -1.72153
H -0.45660 0.12847 1.46777
```

Summary:
- LUMO: -0.260 eV
- HOMO level: -0.3427 Eh
- Multiplicity: 1

Mulliken atomic charge list, values in e, 2 entries:
1. I 0.05
2. S -0.11



## B
Computed, not measured: a cluster of 2 separate species, CH2FIS in total, with ωB97M-V/def2-TZVPD.

Structure (XYZ):
```
6
CH2FIS (ωB97M-V/def2-TZVPD)
I 5.45632 0.05262 -0.01584
S 0.51887 -0.92496 0.09964
F -0.53013 1.50084 0.10709
C -0.60811 0.29313 -0.29168
H 1.31436 -0.00289 0.92646
H -1.24763 -0.05378 -1.03040
```

Summary:
- LUMO (spin up / spin down): 0.721 / -3.384 eV
- HOMO level (spin up / spin down): -0.3819 / -0.2579 Eh
- Multiplicity: 1

Mulliken atomic charge list, values in e, 2 entries:
1. I -0.01
2. S -0.20



Of them, the most stable is A and the least stable is B.